w | Below is a 12-piece molecular cluster, H24O12 overall, with properties calculated with wB97M-V/def2-TZVPD.

Atoms and positions in Å:
O: 0.019 0.614 0.302
H: -0.340 0.168 -0.391
H: -0.754 1.087 0.553
O: -2.250 -2.338 3.159
H: -1.957 -2.073 2.209
H: -2.280 -1.463 3.493
O: 1.266 -2.828 -0.972
H: 1.748 -3.632 -1.332
H: 0.394 -3.070 -1.294
O: 2.214 3.599 -1.475
H: 2.133 4.520 -1.908
H: 1.979 3.046 -2.170
O: 2.705 -1.938 -1.779
H: 3.586 -2.424 -1.919
H: 2.724 -1.654 -0.877
O: -4.791 0.679 -0.673
H: -4.076 0.058 -0.472
H: -4.992 1.254 0.102
O: -2.597 4.685 0.914
H: -3.057 5.363 1.409
H: -1.860 4.426 1.478
O: 1.427 1.011 -1.486
H: 1.153 1.761 -1.073
H: 2.360 0.812 -1.189
O: -1.939 -2.809 0.020
H: -1.110 -3.264 -0.260
H: -1.807 -1.911 -0.320
O: -4.179 -1.795 -1.397
H: -3.622 -1.742 -0.600
H: -4.185 -0.886 -1.867
O: 2.725 0.806 2.297
H: 2.410 0.073 1.812
H: 2.261 1.500 1.817
O: 4.802 -0.921 1.473
H: 4.250 -0.118 1.409
H: 5.640 -0.596 1.007

* SMILES: O.O.O.O.O.O.O.O.O.O.O.O
* LUMO: -0.44 eV
* orbital gap: 8.910 eV
* highest occupied orbital energy: -9.35 eV

x | Below is a 12-piece molecular cluster, H24O12 overall, with properties calculated with wB97M-V/def2-TZVPD.

Atoms and positions in Å:
O: -6.687 8.773 9.279
H: -7.175 9.559 9.548
H: -5.961 9.202 8.823
O: -4.766 10.156 7.782
H: -3.964 10.079 8.259
H: -4.552 9.785 6.894
O: -7.246 9.659 4.599
H: -7.865 10.352 4.653
H: -7.223 9.148 5.420
O: -8.305 8.204 6.744
H: -8.636 7.457 6.208
H: -8.125 7.794 7.633
O: -3.068 8.140 8.666
H: -3.525 8.026 7.813
H: -2.521 7.374 8.735
O: -1.153 6.582 5.903
H: -1.423 7.547 5.979
H: -1.155 6.163 6.734
O: -4.713 8.357 4.741
H: -5.452 8.922 4.588
H: -4.988 7.552 5.212
O: -3.506 5.511 4.743
H: -2.715 5.924 5.040
H: -3.704 5.970 3.879
O: -2.058 9.018 5.364
H: -1.750 9.617 4.687
H: -3.006 8.862 5.138
O: -5.696 5.987 9.470
H: -6.084 6.895 9.531
H: -4.843 6.019 9.990
O: -4.362 6.321 7.268
H: -4.963 6.200 8.018
H: -4.473 5.647 6.552
O: -1.962 5.617 8.427
H: -1.585 4.848 8.847
H: -2.811 5.434 8.030

* SMILES: O.O.O.O.O.O.O.O.O.O.O.O
* LUMO: 0.19 eV
* orbital gap: 10.876 eV
* highest occupied orbital energy: -10.68 eV

Which structure is the most stable? The one labeled x.

w | Below is a 2-piece molecular cluster, CH2FNOS overall, with properties calculated with wB97M-V/def2-TZVPD.

Atoms and positions in Å:
O: -1.173 1.542 -0.793
C: -0.397 0.707 -0.960
N: 0.393 0.017 -1.598
S: 1.868 -0.801 -1.469
H: 1.233 -1.624 -0.740
F: -1.589 1.172 1.693
H: -1.747 1.703 0.900

* SMILES: O=C=NS.F
* LUMO: 0.18 eV
* orbital gap: 9.867 eV
* highest occupied orbital energy: -9.69 eV

x | Below is CH2FNOS as an isolated structure, with properties calculated with wB97M-V/def2-TZVPD.

Atoms and positions in Å:
C: 1.206 -1.025 -0.494
N: -0.344 -1.841 0.428
O: 3.303 0.356 -0.306
F: -1.345 -1.469 -0.399
S: 2.296 -0.342 0.546
H: 1.210 -1.421 -1.475
H: -0.287 -1.052 1.004

* LUMO (spin up / spin down): -1.06 / -1.06 eV
* orbital gap (spin up / spin down): 8.953 / 8.951 eV
* highest occupied orbital energy (spin up / spin down): -10.01 / -10.01 eV

y | Below is an isolated molecule of CH2FNOS, with properties calculated with wB97M-V/def2-TZVPD.

Atoms and positions in Å:
H: -1.910 -0.548 0.400
N: -1.066 0.023 0.212
C: -0.043 -0.642 0.020
F: -0.037 -1.971 -0.050
O: 1.165 -0.198 -0.298
S: 1.499 1.395 0.077
H: 0.392 1.942 -0.362

* SMILES: [H]/N=C(\F)OS
* LUMO: 0.36 eV
* orbital gap: 10.127 eV
* highest occupied orbital energy: -9.77 eV

Which structure is the most stable? The one labeled y.

w | Below is H16InO8 as an isolated structure, with properties calculated with wB97M-V/def2-TZVPD.

Atoms and positions in Å:
In: -0.060 0.271 -0.001
O: 0.048 -0.482 2.075
H: -0.714 -0.213 2.616
H: 0.189 -1.370 2.373
O: -1.465 0.975 -1.728
H: -1.947 1.746 -1.453
H: -1.022 1.163 -2.572
O: 0.738 2.092 -0.770
H: 0.459 2.959 -0.444
H: 1.568 2.273 -1.203
O: -1.699 -1.000 0.147
H: -1.991 -1.644 0.819
H: -2.272 -1.027 -0.607
O: 0.798 -2.420 0.602
H: 1.422 -2.773 -0.039
H: 0.388 -3.203 0.867
O: 2.215 0.090 0.491
H: 3.041 -0.003 0.098
H: 2.446 -0.317 1.315
O: -1.324 1.702 0.936
H: -0.948 2.454 1.486
H: -2.302 1.610 1.171
O: 0.596 -0.771 -1.762
H: 0.267 -1.090 -2.534
H: 1.568 -1.021 -1.884

* LUMO: -11.45 eV
* orbital gap: 11.683 eV
* net charge: +3
* highest occupied orbital energy: -23.14 eV

x | Below is H16InO8 as an isolated structure, with properties calculated with wB97M-V/def2-TZVPD.

Atoms and positions in Å:
In: 22.831 13.024 1.280
O: 23.885 14.217 2.673
H: 24.728 13.929 2.964
H: 23.615 15.031 3.173
O: 23.230 11.647 -0.581
H: 23.866 11.693 -1.266
H: 22.769 10.826 -0.764
O: 23.293 11.166 2.289
H: 23.044 11.047 3.206
H: 23.539 10.293 1.896
O: 25.271 12.520 1.133
H: 25.889 12.102 1.743
H: 25.764 13.339 1.062
O: 23.886 14.384 -0.053
H: 24.704 14.154 -0.449
H: 23.690 15.211 -0.529
O: 21.504 13.085 3.432
H: 21.851 13.226 4.319
H: 20.649 13.506 3.481
O: 21.470 14.631 1.184
H: 21.661 15.526 1.418
H: 20.619 14.707 0.783
O: 21.033 11.904 0.905
H: 20.662 11.750 0.030
H: 20.636 11.274 1.524

* LUMO: -11.30 eV
* orbital gap: 12.448 eV
* net charge: +3
* highest occupied orbital energy: -23.75 eV

Which structure is the most stable? The one labeled x.

w | Below is an isolated molecule of C19H24N2O2S, with properties calculated with wB97M-V/def2-TZVPD.

Atoms and positions in Å:
C: 1.418 1.785 3.904
S: 1.339 1.148 2.202
C: 1.916 2.512 1.224
C: 1.895 3.810 1.718
C: 2.386 4.859 0.961
C: 2.916 4.626 -0.296
C: 2.935 3.337 -0.793
C: 2.423 2.274 -0.059
C: 2.507 0.918 -0.683
O: 3.477 0.560 -1.324
N: 1.420 0.144 -0.492
C: 1.290 -1.184 -1.032
C: -0.137 -1.360 -1.579
C: -0.401 -2.776 -1.998
C: -0.160 -3.979 -1.399
C: -0.692 -4.968 -2.262
C: -1.221 -4.295 -3.318
O: -1.052 -2.971 -3.166
N: -1.098 -0.831 -0.611
C: -2.398 -0.544 -1.189
C: -3.205 0.322 -0.225
C: -3.380 -0.403 1.105
C: -2.008 -0.788 1.644
C: -1.248 -1.610 0.606
H: 1.312 0.911 4.540
H: 0.601 2.475 4.096
H: 2.382 2.254 4.076
H: 1.491 4.017 2.696
H: 2.357 5.860 1.365
H: 3.312 5.442 -0.881
H: 3.354 3.122 -1.765
H: 0.572 0.500 -0.071
H: 2.027 -1.305 -1.829
H: 1.502 -1.928 -0.257
H: -0.236 -0.733 -2.473
H: 0.337 -4.149 -0.466
H: -0.680 -6.028 -2.111
H: -1.722 -4.628 -4.204
H: -2.251 -0.007 -2.130
H: -2.960 -1.468 -1.410
H: -4.174 0.554 -0.668
H: -2.668 1.258 -0.060
H: -3.906 0.234 1.818
H: -3.979 -1.305 0.952
H: -1.434 0.113 1.867
H: -2.106 -1.368 2.563
H: -0.260 -1.854 0.995
H: -1.791 -2.553 0.419

* SMILES: CSc1ccccc1C(=O)NC[C@@H](c1ccco1)N1CCCCC1
* LUMO: 0.59 eV
* orbital gap: 8.914 eV
* highest occupied orbital energy: -8.32 eV

x | Below is an isolated molecule of C19H24N2O2S, with properties calculated with wB97M-V/def2-TZVPD.

Atoms and positions in Å:
C: 3.439 1.646 -3.521
O: 3.662 0.636 -2.570
C: 2.583 -0.015 -2.048
C: 1.258 0.242 -2.375
C: 0.242 -0.485 -1.778
C: 0.510 -1.475 -0.843
C: -0.581 -2.317 -0.206
C: -1.790 -1.468 0.206
N: -1.354 -0.411 1.087
C: -2.118 0.079 2.085
O: -3.192 -0.394 2.397
C: -1.510 1.229 2.828
C: -1.650 1.222 4.210
C: -1.136 2.244 4.987
C: -0.478 3.295 4.373
C: -0.351 3.331 2.996
C: -0.871 2.311 2.211
S: -0.767 2.373 0.439
C: -0.475 4.133 0.091
N: -1.001 -3.462 -1.015
C: 0.005 -4.503 -1.061
C: -1.464 -3.140 -2.348
C: 1.843 -1.720 -0.520
C: 2.865 -1.007 -1.109
H: 2.846 2.468 -3.105
H: 4.425 2.018 -3.794
H: 2.940 1.256 -4.415
H: 0.999 1.005 -3.092
H: -0.776 -0.253 -2.051
H: -0.172 -2.747 0.717
H: -2.293 -1.037 -0.665
H: -2.515 -2.081 0.745
H: -0.464 0.010 0.866
H: -2.178 0.395 4.659
H: -1.248 2.221 6.060
H: -0.063 4.099 4.963
H: 0.162 4.164 2.543
H: -1.181 4.740 0.649
H: 0.551 4.405 0.322
H: -0.651 4.246 -0.974
H: -0.422 -5.376 -1.554
H: 0.913 -4.205 -1.607
H: 0.282 -4.784 -0.046
H: -0.670 -2.748 -3.000
H: -2.271 -2.413 -2.294
H: -1.860 -4.050 -2.798
H: 2.083 -2.479 0.211
H: 3.896 -1.198 -0.856

* SMILES: COc1ccc([C@@H](CNC(=O)c2ccccc2SC)N(C)C)cc1
* LUMO: 0.46 eV
* orbital gap: 8.801 eV
* highest occupied orbital energy: -8.34 eV

Which structure is the most stable? The one labeled w.

w | Below is an isolated ion of composition C3H5N2O2 and charge +1, with properties calculated with wB97M-V/def2-TZVPD.

Atoms and positions in Å:
C: 0.869 -0.493 0.093
C: 2.121 0.170 -0.248
C: -1.573 0.327 0.362
N: -0.585 1.071 -0.305
N: 0.021 -1.407 -0.067
O: 3.096 0.473 0.334
O: -1.353 -1.077 0.056
H: 1.756 0.600 -1.139
H: -1.743 0.488 1.460
H: -2.511 0.446 -0.269
H: -0.249 1.863 0.143
H: 0.150 -2.461 -0.420

* LUMO (spin up / spin down): -7.24 / -7.15 eV
* orbital gap (spin up / spin down): 8.315 / 8.331 eV
* net charge: +1
* highest occupied orbital energy (spin up / spin down): -15.56 / -15.48 eV

x | Below is an isolated ion of composition C3H5N2O2 and charge +1, with properties calculated with wB97M-V/def2-TZVPD.

Atoms and positions in Å:
C: 1.744 -0.356 -0.177
C: 1.089 -0.703 1.990
C: -0.459 0.347 -0.110
N: 1.758 -0.914 1.031
N: -1.574 0.672 -1.089
O: 0.659 -0.750 3.051
O: 0.725 0.153 -0.752
H: 2.704 -0.472 -0.746
H: -0.954 -0.483 0.416
H: -2.040 0.000 -1.629
H: -1.307 1.522 -1.635
H: -2.345 0.983 -0.350

* LUMO (spin up / spin down): -4.70 / -4.70 eV
* orbital gap (spin up / spin down): 8.036 / 8.034 eV
* net charge: +1
* highest occupied orbital energy (spin up / spin down): -12.73 / -12.73 eV

y | Below is an isolated ion of composition C3H5N2O2 and charge +1, with properties calculated with wB97M-V/def2-TZVPD.

Atoms and positions in Å:
C: -0.127 -0.739 1.260
C: 2.219 -1.201 1.706
C: -0.430 -0.038 -0.927
N: 1.218 -0.780 1.173
N: -1.170 1.171 -1.530
O: 3.194 -1.641 2.115
O: -0.859 -0.185 0.331
H: -0.665 -0.888 2.084
H: 0.590 0.034 -1.284
H: -1.018 2.056 -1.108
H: -2.088 1.079 -1.310
H: -0.864 1.132 -2.512

* LUMO (spin up / spin down): -4.93 / -4.43 eV
* orbital gap (spin up / spin down): 7.025 / 8.470 eV
* net charge: +1
* highest occupied orbital energy (spin up / spin down): -11.95 / -12.90 eV

Which structure is the most stable? The one labeled x.

w | Below is a 2-piece molecular cluster, C4H8N2O2S overall, with properties calculated with wB97M-V/def2-TZVPD.

Atoms and positions in Å:
C: 0.520 1.150 -3.757
C: 1.100 -0.762 2.464
C: -0.218 -1.055 2.264
C: 0.053 1.344 -0.482
N: -0.312 0.697 -3.023
N: -0.723 -1.971 1.409
O: 1.365 1.659 -4.421
O: -2.116 0.265 -1.432
S: -0.682 0.013 -1.462
H: 1.922 -1.155 1.847
H: 1.370 -0.012 3.128
H: -0.950 -0.517 2.733
H: 0.464 0.915 0.370
H: 0.747 1.800 -1.261
H: -0.723 2.109 -0.448
H: -0.165 -2.626 0.862
H: -1.653 -1.856 1.209

* LUMO: 0.48 eV
* orbital gap: 8.902 eV
* highest occupied orbital energy: -8.42 eV

x | Below is a 2-piece molecular cluster, C4H8N2O2S overall, with properties calculated with wB97M-V/def2-TZVPD.

Atoms and positions in Å:
C: 0.216 2.275 1.173
C: 1.090 1.496 1.159
C: 2.202 0.637 1.088
C: -0.983 -1.913 -0.539
N: -0.934 -0.535 -0.777
N: -1.920 -0.015 -1.327
O: -2.973 2.337 -1.169
O: -2.050 1.745 -3.265
S: -1.732 1.802 -1.620
H: -2.946 1.995 -3.535
H: -0.456 3.106 1.095
H: 1.851 -0.289 1.561
H: 2.418 0.663 -0.018
H: 3.147 1.075 1.642
H: -1.768 -2.388 -1.201
H: -1.203 -2.204 0.463
H: -0.080 -2.395 -0.828

* LUMO: 0.12 eV
* orbital gap: 9.056 eV
* highest occupied orbital energy: -8.94 eV

y | Below is an isolated molecule of C4H8N2O2S, with properties calculated with wB97M-V/def2-TZVPD.

Atoms and positions in Å:
C: -0.325 0.479 0.897
C: -0.667 1.883 0.373
C: 1.056 -0.876 -0.643
C: -1.276 -1.238 -0.635
N: -0.136 -0.597 -0.105
N: 2.290 -0.600 0.022
O: 3.259 -0.571 -0.670
O: 2.217 -0.507 1.272
S: 0.734 2.591 -0.473
H: 0.527 0.449 1.648
H: -1.108 0.070 1.577
H: -1.541 1.687 -0.447
H: -1.095 2.633 1.140
H: 0.988 -1.154 -1.701
H: -1.053 -2.338 -0.790
H: -2.137 -1.279 0.074
H: -1.733 -0.633 -1.540

* LUMO (spin up / spin down): -2.59 / -2.59 eV
* orbital gap (spin up / spin down): 4.976 / 4.990 eV
* highest occupied orbital energy (spin up / spin down): -7.57 / -7.58 eV

z | Below is an isolated molecule of C4H8N2O2S, with properties calculated with wB97M-V/def2-TZVPD.

Atoms and positions in Å:
C: -0.956 2.269 0.719
S: 0.421 1.257 1.440
C: -0.145 -0.483 1.403
O: -1.475 -0.711 1.556
N: -2.063 -1.304 0.266
O: -3.235 -1.538 0.309
C: -1.076 -1.519 -0.545
N: 0.135 -1.232 0.128
C: 1.300 -0.919 -0.673
H: -0.924 2.428 -0.301
H: -1.003 3.226 1.295
H: -1.865 1.832 0.879
H: 0.555 -0.934 2.089
H: -1.103 -1.937 -1.514
H: 1.710 -1.840 -1.134
H: 0.997 -0.253 -1.535
H: 2.123 -0.352 -0.228

* SMILES: CS[C@H]1O[N+]([O-])=CN1C
* LUMO: 0.63 eV
* orbital gap: 8.581 eV
* highest occupied orbital energy: -7.95 eV

Which structure is the most stable? The one labeled w.

w | Below is an isolated molecule of ClNO2S, with properties calculated with wB97M-V/def2-TZVPD.

Atoms and positions in Å:
O: 0.907 -0.033 -0.905
N: -0.114 0.253 -0.352
S: -1.169 1.406 -0.647
O: -0.486 -0.296 0.822
Cl: 0.613 -1.486 1.523

* SMILES: [O-][N+](=S)OCl
* LUMO: -1.43 eV
* orbital gap: 8.494 eV
* highest occupied orbital energy: -9.93 eV

x | Below is a 2-piece molecular cluster, ClNO2S overall, with properties calculated with wB97M-V/def2-TZVPD.

Atoms and positions in Å:
N: 0.945 -0.083 0.113
O: 1.921 0.606 0.120
O: 0.827 -1.241 0.253
S: -0.394 0.858 -0.465
Cl: -3.298 -0.140 -0.021

* LUMO (spin up / spin down): -5.05 / -5.05 eV
* orbital gap (spin up / spin down): 6.125 / 6.124 eV
* highest occupied orbital energy (spin up / spin down): -11.17 / -11.17 eV

Which structure is the most stable? The one labeled w.

w | Below is an isolated molecule of CH2N2S3, with properties calculated with wB97M-V/def2-TZVPD.

Atoms and positions in Å:
C: 1.092 -0.866 -0.373
N: 1.182 0.326 0.024
N: 0.136 0.844 0.650
S: -0.390 -1.776 -0.133
S: -1.441 0.029 0.626
S: -2.586 0.949 -0.607
H: 1.906 -1.360 -0.865
H: 0.100 1.854 0.678

* LUMO: -0.77 eV
* orbital gap: 8.154 eV
* highest occupied orbital energy: -8.93 eV

x | Below is an isolated molecule of CH2N2S3, with properties calculated with wB97M-V/def2-TZVPD.

Atoms and positions in Å:
C: 0.071 0.388 -0.311
N: 0.219 -0.326 0.687
N: -2.282 -1.187 -1.177
S: -1.376 1.346 -0.873
S: -3.032 -0.999 0.059
S: -2.543 1.023 0.751
H: 1.037 0.464 -0.979
H: -0.358 -0.382 1.523

* LUMO (spin up / spin down): -1.17 / -1.17 eV
* orbital gap (spin up / spin down): 8.324 / 8.324 eV
* highest occupied orbital energy (spin up / spin down): -9.49 / -9.49 eV

Which structure is the most stable? The one labeled w.